Version 1
20
Properties=species:S:1:pos:R:3:lowdin_charge:R:1 method="wB97M-V/def2-TZVPD" total_charge=+1 multiplicity=2
H 1.037 -0.923 1.485 0.1524
H 1.772 0.546 -0.565 0.1350
O -0.896 1.065 -3.682 -0.0407
O 2.097 -2.509 -0.405 -0.0159
N 0.583 -0.127 1.046 0.0647
H -0.326 -0.410 -0.845 0.1451
H 2.266 1.165 1.024 0.1132
O -2.020 1.381 -0.080 0.1794
H 0.806 1.767 0.233 0.1258
C -1.686 0.443 0.582 -0.4467
H 1.780 -1.971 0.302 -0.0387
N -2.335 0.220 1.799 0.1878
H -0.820 -1.578 0.413 0.1584
H -2.893 1.027 2.043 0.1286
H -1.525 0.803 -3.035 -0.0042
C 1.406 0.866 0.432 -0.0206
H -0.063 1.398 -3.285 0.0461
C -0.523 -0.544 0.220 -0.0565
H -1.708 -0.110 2.523 0.1128
H 3.049 -2.511 -0.205 0.0741

Version 2
20
Properties=species:S:1:pos:R:3:lowdin_charge:R:1 method="wB97M-V/def2-TZVPD" total_charge=+1 multiplicity=2
H -2.957 0.847 -0.291 0.0754
C -1.144 0.469 -1.291 -0.1451
O -1.362 -2.248 0.881 -0.0357
H -1.035 1.352 -1.947 0.1552
H 2.242 -2.407 0.416 0.0086
H -1.270 -1.567 0.195 -0.0246
C 1.563 1.493 1.235 -0.1898
N -0.514 0.746 0.037 0.1369
H 3.064 -1.192 0.206 -0.0014
H -0.867 -0.522 -1.743 0.1779
H 1.363 2.331 1.910 0.1410
H -3.243 -0.117 -1.670 0.1236
C 0.971 1.206 -0.166 -0.0481
O 3.097 -2.062 0.608 -0.0265
H -0.573 -0.003 0.775 0.1444
O 2.454 0.732 1.494 0.0968
N -2.608 0.179 -0.923 0.1005
H 1.508 0.414 -0.602 0.1105
H -1.757 -1.773 1.635 0.0633
H 1.065 2.119 -0.758 0.1370

Ranked by calculated energy, most stable first: version 1, version 2.